A single C3H7NO molecule in a non-equilibrium geometry. Source: OMol25; level of theory: ωB97M-V/def2-TZVPD.

Output
- Gap between HOMO and LUMO: 10.52 eV
- Energy relative to the best compared isomer or geometry (same formula, charge and spin): 1.209 eV
- SMILES: CCNC=O
- Net charge: 0
- E: -248.4821 a.u.
- HOMO energy: -9.638 eV

Each line ends with the Löwdin charge.
Atoms and positions in Å:
C: -1.03397 0.62759 0.74002  -0.11
C: -0.64840 -0.79166 0.32447  -0.23
N: 0.68810 -0.63225 -0.27546  0.01
C: 1.57978 0.29217 0.17565  -0.36
O: 1.60070 0.80866 1.28196  -0.01
H: -1.89768 0.66894 1.39975  0.06
H: -1.33111 1.16620 -0.18492  0.09
H: -0.09386 0.95491 1.30966  0.07
H: -1.27735 -1.31244 -0.41977  0.12
H: -0.61322 -1.43403 1.20889  0.11
H: 0.90062 -1.06602 -1.16110  0.13
H: 2.27465 0.63491 -0.59824  0.13